# 1
# C5H10N2

A 2-piece molecular cluster, C5H10N2 overall at a distorted geometry (wB97M-V/def2-TZVPD, OMol25).

```
17
Properties=species:S:1:pos:R:3:nbo_charge:R:1
H -0.4542 -1.2518 -1.9198 0.341
N 0.3221 -0.5977 -1.8464 -0.634
C 0.5952 -0.1622 -0.6951 0.306
C 1.8267 0.6595 -0.4707 -0.683
C -0.0218 -0.8524 0.6184 -0.270
C 0.5810 -0.8596 1.8091 -0.363
H 2.1317 1.0994 -1.4173 0.239
H 2.6603 0.0745 -0.0848 0.236
H 1.5957 1.4351 0.2571 0.214
H -0.6214 -1.7201 0.3559 0.212
H 1.3170 -0.1313 2.1155 0.193
H 0.3018 -1.5466 2.5944 0.206
C -1.8182 0.8277 0.1027 -0.054
N -2.6562 0.1619 -0.5797 -0.612
H -2.0578 1.0646 1.1361 0.177
H -1.1776 1.6305 -0.3851 0.155
H -2.5242 0.1685 -1.5903 0.337
```

Values from the calculation:
* E_HOMO: -9.795 eV
* LUMO level: 0.3 eV
* energy relative to the best compared isomer or geometry (same formula, charge and spin): 268.83 kJ/mol
* orbital gap: 10.14 eV

# 2
# C36H60Cl2N5O2

A 3-piece molecular cluster, C36H60Cl2N5O2 overall at a distorted geometry (wB97M-V/def2-TZVPD, OMol25).

```
105
Properties=species:S:1:pos:R:3:lowdin_charge:R:1
C -2.4138 -1.4939 8.6666 -0.115
C -3.5972 -1.9094 7.7872 -0.257
C -3.4444 -1.4839 6.3051 -0.207
C -3.9026 -2.5951 5.3131 -0.178
C -2.6741 -3.0899 4.4900 -0.204
C -2.6347 -4.6287 4.2842 -0.193
C -2.9709 -5.0604 2.8430 -0.197
C -2.0324 -4.4507 1.7690 -0.207
C -1.2129 -5.5171 0.9848 -0.179
C -1.2845 -5.3796 -0.5606 -0.202
C 0.0738 -5.1367 -1.2868 -0.189
C -0.2200 -4.7348 -2.7613 -0.175
C 0.5921 -3.5561 -3.3772 -0.174
C -0.0812 -2.1663 -3.2392 -0.110
C 0.2948 -1.5425 -1.8694 -0.277
N 1.0447 -0.3173 -2.1256 0.034
C 1.2059 0.5920 -1.0050 -0.279
C 0.6057 2.0111 -1.2671 -0.140
C 1.5765 3.1486 -0.9171 -0.079
C 2.7616 3.1876 -1.8658 -0.499
N 2.9820 2.1652 -2.8675 0.123
O 3.5380 4.0546 -1.7794 0.128
C 0.7011 0.0849 0.3786 -0.233
C 1.8876 -0.4027 1.2244 -0.629
Cl 1.3087 -0.4860 2.9265 0.656
C 2.5259 -1.7388 0.7439 -0.701
C 3.5728 -1.5714 -0.3449 -0.119
Cl 3.4231 -2.4613 2.1518 0.622
N -0.4409 -0.8994 0.3549 0.154
C -0.9540 -1.2484 -1.0074 -0.191
C -1.8987 -0.2226 -1.6400 -0.062
C -2.8208 0.5289 -0.6886 -0.275
O -3.3031 1.5278 -1.0306 0.130
H -2.4095 -0.4259 8.8807 0.072
H -1.4847 -1.7728 8.1659 0.066
H -2.4443 -2.0044 9.6283 0.068
H -3.8130 -2.9728 7.8773 0.097
H -4.4790 -1.3925 8.1758 0.102
H -2.4086 -1.1847 6.1337 0.089
H -4.0513 -0.5942 6.1302 0.100
H -4.3636 -3.4382 5.8185 0.095
H -4.5888 -2.1201 4.6142 0.099
H -1.7269 -2.8027 4.9310 0.094
H -2.7274 -2.5780 3.5203 0.089
H -3.2747 -5.1301 5.0043 0.105
H -1.5964 -4.9350 4.4309 0.108
H -4.0286 -4.9285 2.6146 0.113
H -2.7813 -6.1355 2.8192 0.096
H -1.3091 -3.7980 2.2799 0.087
H -2.5797 -3.8048 1.0710 0.090
H -1.5025 -6.5184 1.2907 0.101
H -0.1618 -5.4070 1.2694 0.103
H -2.0073 -4.6280 -0.8839 0.084
H -1.6102 -6.3502 -0.9356 0.114
H 0.5711 -6.1058 -1.2608 0.112
H 0.7292 -4.4507 -0.7425 0.084
H 0.0025 -5.6122 -3.3632 0.110
H -1.2776 -4.4791 -2.8400 0.097
H 1.5887 -3.5098 -2.9296 0.109
H 0.7693 -3.7891 -4.4262 0.110
H 0.2805 -1.5295 -4.0459 0.120
H -1.1561 -2.3052 -3.3591 0.112
H 0.9701 -2.2546 -1.4004 0.106
H 0.7031 0.1492 -2.9534 0.104
H 2.2760 0.7732 -0.8813 0.105
H 0.3493 2.0976 -2.3247 0.103
H -0.3314 2.1588 -0.7234 0.110
H 1.0402 4.0884 -1.0513 0.122
H 1.9166 3.0945 0.1173 0.133
H 3.1378 2.6055 -3.7690 0.095
H 3.8681 1.7365 -2.6115 0.098
H 0.3327 0.9654 0.8976 0.136
H 2.6522 0.3687 1.2100 0.118
H 1.7842 -2.4982 0.5047 0.066
H 3.2422 -0.9759 -1.1984 0.065
H 4.5122 -1.1756 0.0330 0.084
H 3.8035 -2.5630 -0.7360 0.089
H -1.1537 -0.5832 1.0157 0.161
H -0.0929 -1.7750 0.7657 0.152
H -1.4957 -2.1907 -0.9349 0.148
H -1.3750 0.4773 -2.2836 0.116
H -2.5530 -0.7785 -2.3154 0.141
H -3.0227 0.1709 0.3472 0.134
N 0.1739 4.9512 -7.5069 0.063
C 0.9496 5.8729 -6.9378 -0.140
C 1.2759 5.8801 -5.5894 -0.063
C 0.7631 4.8742 -4.7898 -0.092
C -0.0475 3.9074 -5.3617 -0.083
C -0.3082 3.9917 -6.7209 -0.154
H 1.3243 6.6415 -7.6042 0.109
H 1.9127 6.6526 -5.1801 0.106
H 0.9923 4.8446 -3.7299 0.086
H -0.4693 3.1053 -4.7692 0.086
H -0.9349 3.2565 -7.2144 0.104
N 1.6466 8.6052 -0.5721 0.053
C 2.5203 9.4925 -0.0996 -0.153
C 3.8947 9.3037 -0.1142 -0.070
C 4.3895 8.1248 -0.6462 -0.075
C 3.4969 7.1877 -1.1413 -0.074
C 2.1437 7.4798 -1.0808 -0.166
H 2.0877 10.3987 0.3098 0.105
H 4.5574 10.0611 0.2816 0.103
H 5.4557 7.9382 -0.6749 0.107
H 3.8386 6.2568 -1.5640 0.069
H 1.4063 6.7775 -1.4606 0.088
```

Values from the calculation:
* E_HOMO: -11.163 eV
* LUMO level: -2.8 eV
* net charge: +1
* orbital gap: 8.38 eV

Here are the calculated DFT total energy numbers, same order: -8324.547, -74887.459 (eV).